P | 14
Properties=species:S:1:pos:R:3 method="wB97M-V/def2-TZVPD" charge=0 smiles="CC(=O)[C@H](N)SC#N" homo_lumo_gap_ha=0.3481
C -2.7506 0.1021 0.0903
C 1.1009 0.1722 -0.4652
C 1.8938 1.1181 0.3491
C -0.1788 -0.4116 0.1719
N -3.4456 -0.7616 0.3013
N -0.5586 -1.6138 -0.3380
O 1.4435 -0.0608 -1.6184
S -1.5231 1.1758 -0.1375
H 2.9748 1.0362 -0.0505
H 1.7173 1.0502 1.3673
H 1.6395 2.1336 0.2112
H -0.2248 -0.2651 1.3264
H -1.4317 -1.9278 0.1621
H -0.6568 -1.7475 -1.3700

---

Q | 14
Properties=species:S:1:pos:R:3 method="wB97M-V/def2-TZVPD" charge=0 smiles=Nn1ccc(S)c1O homo_lumo_gap_ha=0.3226
C 0.7237 1.4436 -0.0883
C -0.6411 1.5883 -0.1541
C -1.2139 0.2308 -0.0601
C -0.1593 -0.6343 -0.1051
H 2.3850 -1.0081 0.7576
H 2.4147 -1.0466 -0.8812
H 1.5910 2.0728 0.0821
H -1.2480 2.4884 -0.1462
H -3.2256 -0.2470 1.1494
H -0.9758 -2.2848 -0.0907
N 2.3129 -0.4346 -0.0780
N 1.0007 0.0694 -0.1045
O -0.0710 -2.0001 -0.1147
S -2.8932 -0.2378 -0.1661

---

R | 14
Properties=species:S:1:pos:R:3 method="wB97M-V/def2-TZVPD" charge=0 smiles=Cc1cn(O)c(S)n1 homo_lumo_gap_ha=0.3469
C 2.3848 -0.7279 0.0182
C 0.9415 -0.2596 -0.0983
C 0.3805 0.9481 -0.1523
C -1.2077 -0.5699 -0.0477
H 3.1752 0.1455 0.0142
H 2.4131 -1.0572 1.1382
H 2.5846 -1.6325 -0.6971
H 0.6627 2.0570 -0.4862
H -2.4768 1.8999 -0.5978
H -3.0257 -0.8361 1.0903
N -1.0284 0.7380 -0.1433
N -0.0830 -1.1965 -0.0689
O -2.0029 1.7305 0.1524
S -2.7178 -1.2393 -0.1217

---

S | 14
Properties=species:S:1:pos:R:3 method="wB97M-V/def2-TZVPD" charge=0 homo_lumo_gap_ha=0.2806
C 0.5335 -0.2833 -0.6492
C 0.4004 0.2940 0.7052
C -0.9818 0.5147 1.1128
C -1.2839 1.2604 2.1982
H 2.6096 -1.6450 -0.3274
H 1.5803 -0.9628 -2.1559
H -1.0683 -0.7284 -3.3642
H -1.9242 -0.0110 0.6367
H -0.2875 1.4632 2.7505
H -2.1355 1.6825 2.7006
N 1.5974 -1.0969 -1.1008
N -0.4966 -0.1156 -1.3916
O -0.3295 -1.0787 -2.5211
S 1.7861 0.7069 1.4063

---

S is the least stable structure shown above.